[1]
Molecular formula: H10O5
Method: DFT, ωB97M-V with the def2-TZVPD basis set

XYZ file:
```
15
Properties=species:S:1:pos:R:3:mulliken_charge:R:1
O -0.703 0.732 -2.064 -0.700
H 0.052 1.190 -1.716 0.428
H -1.044 1.346 -2.779 0.308
O 1.189 1.451 -0.515 -0.724
H 0.668 1.713 0.304 0.424
H 1.614 0.648 -0.231 0.264
O 0.210 1.030 2.155 -0.734
H 0.998 0.499 2.373 0.299
H -0.324 0.231 1.753 0.455
O -0.660 -1.450 1.559 -0.693
H -0.606 -1.804 0.636 0.440
H -1.413 -1.847 1.998 0.304
O -0.098 -1.698 -1.122 -0.743
H -0.201 -0.935 -1.773 0.384
H 0.742 -1.550 -0.665 0.287
```

## Properties
HOMO level	-11.306	eV
energy relative to the best compared isomer or geometry (same formula, charge and spin)	18.78	kcal per mole
electronic energy	-382.194247	hartree
charge	0
Kohn-Sham gap	11.8	eV

=====

[2]
Molecular formula: C23H23N3O3S
Method: DFT, ωB97M-V with the def2-TZVPD basis set

XYZ file:
```
53
Properties=species:S:1:pos:R:3:mulliken_charge:R:1
O 4.646 1.150 0.940 -0.659
C 4.020 0.139 1.193 0.550
C 4.693 -1.186 1.545 -0.583
O 3.843 -2.303 1.488 -0.521
C 3.246 -2.625 0.296 0.355
C 2.302 -3.648 0.356 -0.365
C 1.616 -4.027 -0.778 -0.445
C 1.864 -3.397 -1.988 -0.590
C 2.809 -2.391 -2.051 -0.642
C 3.504 -1.999 -0.918 -0.098
N 2.670 0.094 1.184 -0.013
C 1.902 1.132 0.724 -0.282
S 2.575 2.686 0.433 -0.367
C 1.006 3.266 -0.057 0.523
C 0.048 2.301 -0.032 0.137
C 0.564 1.036 0.401 -0.118
C -0.088 -0.276 0.498 1.196
O 0.374 -1.189 1.182 -0.799
N -1.195 -0.462 -0.254 -0.029
C -1.940 -1.698 -0.233 -0.859
C -3.352 -1.492 0.238 0.677
C -4.424 -2.147 -0.356 -0.575
C -5.705 -1.915 0.119 -0.397
C -5.866 -1.024 1.169 -0.352
N -4.855 -0.394 1.742 -0.632
C -3.637 -0.627 1.292 -0.313
C -1.380 2.620 -0.372 -0.667
C -1.627 4.127 -0.287 -1.068
C -0.567 4.879 -1.085 -0.794
C 0.799 4.696 -0.425 -0.686
H 5.577 -1.305 0.903 0.373
H 5.035 -1.135 2.583 0.371
H 2.114 -4.116 1.309 0.417
H 0.880 -4.815 -0.718 0.410
H 1.323 -3.689 -2.875 0.426
H 3.012 -1.895 -2.988 0.401
H 4.228 -1.203 -0.994 0.368
H 2.122 -0.749 1.399 0.406
H -1.538 0.283 -0.835 0.130
H -1.402 -2.363 0.454 0.317
H -1.936 -2.155 -1.230 0.418
H -4.256 -2.831 -1.177 0.388
H -6.557 -2.411 -0.320 0.385
H -6.844 -0.802 1.572 0.366
H -2.840 -0.099 1.800 0.529
H -1.602 2.292 -1.395 0.388
H -2.057 2.102 0.312 0.155
H -1.585 4.444 0.756 0.364
H -2.624 4.354 -0.670 0.390
H -0.538 4.488 -2.104 0.318
H -0.812 5.941 -1.138 0.361
H 0.857 5.310 0.480 0.309
H 1.598 5.030 -1.091 0.429
```

## Properties
HOMO level	-7.920	eV
energy relative to the best compared isomer or geometry (same formula, charge and spin)	0.00	kcal per mole
electronic energy	-1678.477553	hartree
charge	0
Kohn-Sham gap	8.5	eV

=====

[3]
Molecular formula: C3H3CuFO3
Method: DFT, ωB97M-V with the def2-TZVPD basis set

XYZ file:
```
11
Properties=species:S:1:pos:R:3:mulliken_charge:R:1
H 1.931 0.225 0.802 0.334
O 0.123 1.181 0.629 -0.559
O -0.901 -1.187 -0.429 -0.205
O -2.593 0.258 -0.686 -0.353
C 0.872 0.198 0.484 0.289
C 0.258 -1.178 0.394 -0.317
C -1.961 -0.515 -0.039 0.241
F 1.430 1.518 -1.596 -0.754
H 0.977 -1.868 -0.066 0.310
H 0.016 -1.539 1.405 0.312
Cu -0.153 2.907 -0.899 0.701
```

## Properties
HOMO level (alpha / beta)	-8.870 / -9.765	eV
energy relative to the best compared isomer or geometry (same formula, charge and spin)	24.14	kcal per mole
electronic energy	-2082.027428	hartree
spin multiplicity	2
<S²>	0.75
charge	0
Kohn-Sham gap (alpha / beta)	7.6 / 8.5	eV

=====

[4]
Molecular formula: C46H39BF4N3O2P2SSn
Method: DFT, ωB97M-V with the def2-TZVPD basis set

XYZ file:
```
99
Properties=species:S:1:pos:R:3:mulliken_charge:R:1
Sn 1.012 -0.038 -0.107 1.858
C 1.296 2.453 2.323 -1.116
P 0.138 2.748 0.893 0.485
C 0.574 4.372 0.149 0.159
C 1.079 4.348 -1.155 0.113
C 1.404 5.528 -1.813 -0.690
C 1.208 6.748 -1.182 -0.589
C 0.671 6.786 0.100 -0.582
C 0.348 5.607 0.756 -0.675
C -1.448 3.098 1.729 0.660
C -2.607 2.749 1.036 -0.771
C -3.860 2.980 1.589 -0.707
C -3.966 3.550 2.850 -0.370
C -2.816 3.888 3.555 -0.990
C -1.565 3.660 2.998 -0.059
C 0.749 1.216 2.969 -0.011
C 0.318 0.990 4.255 -1.037
C -0.350 -0.265 4.234 -0.782
C -0.270 -0.745 2.944 -0.479
C -0.989 -1.916 2.346 -0.638
P -2.461 -1.265 1.394 0.831
C -3.679 -1.156 2.770 -0.152
C -4.312 -2.263 3.337 -0.310
C -5.156 -2.113 4.428 -0.683
C -5.372 -0.851 4.976 -0.513
C -4.741 0.254 4.426 -0.711
C -3.903 0.102 3.326 0.076
C -3.068 -2.722 0.453 0.395
C -2.197 -3.671 -0.082 -0.343
C -2.663 -4.656 -0.945 -0.628
C -4.005 -4.711 -1.288 -0.479
C -4.884 -3.769 -0.765 -0.606
C -4.418 -2.782 0.091 -0.551
N 0.400 0.160 2.155 0.723
H 2.297 2.281 1.927 0.578
H 1.352 3.296 3.011 0.563
H 1.172 3.404 -1.681 0.253
H 1.779 5.487 -2.828 0.477
H 1.450 7.671 -1.696 0.366
H 0.489 7.739 0.584 0.403
H -0.086 5.650 1.748 0.342
H -2.521 2.283 0.060 0.429
H -4.751 2.694 1.044 0.366
H -4.941 3.719 3.291 0.463
H -2.892 4.322 4.545 0.377
H -0.680 3.909 3.571 0.315
H 0.431 1.654 5.101 0.488
H -0.837 -0.754 5.067 0.484
H -0.350 -2.474 1.666 0.107
H -1.326 -2.591 3.132 0.645
H -4.144 -3.249 2.918 0.412
H -5.643 -2.980 4.856 0.389
H -6.028 -0.736 5.830 0.368
H -4.900 1.238 4.852 0.425
H -3.405 0.966 2.898 0.362
H -1.142 -3.644 0.155 0.061
H -1.966 -5.376 -1.356 0.452
H -4.365 -5.476 -1.966 0.367
H -5.934 -3.795 -1.033 0.377
H -5.111 -2.047 0.487 0.418
C 0.470 -4.629 -6.094 -1.471
C 1.016 -4.205 -4.754 1.160
C 1.474 -5.148 -3.836 -0.757
C 1.939 -4.762 -2.588 -0.838
C 1.946 -3.412 -2.262 0.305
C 1.511 -2.452 -3.166 -0.488
C 1.049 -2.856 -4.408 -0.859
S 2.365 -2.940 -0.612 0.820
O 1.093 -2.830 0.103 -0.393
O 3.311 -3.909 -0.122 -0.767
N 2.883 -1.454 -0.658 0.051
C 4.080 -1.053 -1.213 0.167
C 4.964 -1.850 -1.908 -0.715
C 6.146 -1.317 -2.459 -0.933
C 6.466 -0.001 -2.314 -0.969
C 5.596 0.846 -1.588 1.138
C 5.875 2.214 -1.385 -0.679
C 5.010 2.981 -0.669 -1.480
C 3.852 2.378 -0.144 -0.046
N 3.542 1.115 -0.311 0.302
C 4.402 0.333 -1.035 0.021
H 0.677 -5.681 -6.291 0.368
H 0.901 -4.034 -6.901 0.348
H -0.612 -4.486 -6.127 0.297
H 1.464 -6.200 -4.102 0.311
H 2.297 -5.488 -1.869 0.467
H 1.532 -1.397 -2.913 0.384
H 0.696 -2.101 -5.100 0.542
H 4.743 -2.902 -2.030 0.504
H 6.809 -1.975 -3.007 0.391
H 7.374 0.409 -2.740 0.363
H 6.784 2.634 -1.800 0.403
H 5.188 4.033 -0.494 0.446
H 3.162 2.983 0.423 0.468
F -0.666 0.745 -2.371 -0.319
B 0.300 1.142 -3.334 0.205
F 1.597 0.891 -2.745 -0.200
F 0.172 0.369 -4.495 -0.311
F 0.184 2.508 -3.610 -0.350
```

## Properties
HOMO level	-4.779	eV
electronic energy	-3810.961712	hartree
charge	-1
Kohn-Sham gap	7.0	eV

=====

[5]
Molecular formula: C3H10NO2
Method: DFT, ωB97M-V with the def2-TZVPD basis set

XYZ file:
```
16
Properties=species:S:1:pos:R:3:mulliken_charge:R:1
C -0.883 -0.384 0.964 -0.207
N 0.475 -0.847 0.755 -0.464
C 1.540 0.170 0.911 -0.355
O 1.867 0.826 -0.216 -0.691
C -1.746 -0.370 -0.330 -1.036
H -1.435 -0.992 1.689 0.294
H -0.866 0.646 1.326 0.167
H 0.544 -1.220 -0.185 0.226
H 2.407 -0.366 1.349 0.205
H 1.200 0.836 1.732 0.329
H -1.309 -1.097 -1.011 0.250
H -1.722 0.607 -0.808 0.259
H -2.779 -0.671 -0.106 0.360
H 0.585 1.548 -2.465 0.187
H 1.376 0.708 -1.251 0.402
O 0.745 0.604 -2.354 -0.927
```

## Properties
HOMO level	-3.878	eV
energy relative to the best compared isomer or geometry (same formula, charge and spin)	15.91	kcal per mole
electronic energy	-325.529317	hartree
charge	-1
Kohn-Sham gap	8.2	eV